Entry 1:
Computed, not measured: C27H25CaI2N2OTe as an isolated structure, with ωB97M-V/def2-TZVPD.

XYZ file:
```
59
Properties=species:S:1:pos:R:3
I 0.299 2.640 -4.193
I 2.563 -2.337 -6.570
Te 1.205 1.488 1.562
Ca -0.731 0.273 -0.474
O 0.888 0.888 -1.540
N 0.349 -1.984 -0.599
N -2.118 -1.218 -1.725
C -4.328 -1.710 -2.516
C -4.047 -3.068 -2.446
C 1.094 0.744 -3.919
C -1.842 -2.532 -1.704
C 4.114 0.226 5.730
C 1.981 -1.265 -4.902
C -3.445 2.006 0.904
C -2.737 2.986 -1.186
C 1.732 -1.751 -1.153
C 2.020 1.408 5.727
C 1.695 -1.111 -2.513
C 0.631 1.605 3.611
C -3.333 -0.830 -2.154
C 1.853 1.133 4.372
C -1.489 3.410 0.827
C -2.369 2.607 1.547
C -3.636 2.213 -0.459
C 3.956 -0.048 4.381
C 2.829 0.399 3.700
C 3.142 0.956 6.403
C -0.420 -2.955 -1.405
C -2.792 -3.481 -2.045
C 1.222 0.211 -2.629
C 1.476 0.021 -5.041
C 2.079 -1.829 -3.640
C -1.657 3.581 -0.541
C 2.649 0.086 2.232
H 1.374 0.467 -6.022
H -2.532 -4.530 -1.999
H 2.246 -1.113 -0.434
H 4.997 -0.120 6.251
H 0.079 -3.066 -2.369
H -4.798 -3.801 -2.711
H -0.234 0.967 3.780
H 2.276 -2.697 -1.211
H -4.504 1.788 -0.945
H 2.270 -0.922 2.071
H -2.880 3.141 -2.247
H 1.271 1.988 6.255
H -3.500 0.238 -2.207
H 3.561 0.220 1.657
H -0.956 4.183 -1.102
H -5.289 -1.345 -2.849
H 4.717 -0.606 3.847
H 2.457 -2.839 -3.524
H -2.230 2.469 2.613
H 0.452 -2.365 0.336
H -0.672 3.908 1.333
H 0.358 2.630 3.857
H -4.149 1.408 1.470
H -0.419 -3.946 -0.949
H 3.268 1.182 7.455
```

Total charge: +1
E_HOMO, eV: -10.10
ΔE to the lowest compared entry with this formula, charge and spin, kcal per mole: 22.7

Entry 2:
Computed, not measured: one molecule with the formula C27H25N5O4, with ωB97M-V/def2-TZVPD.

XYZ file:
```
61
Properties=species:S:1:pos:R:3
O -4.292 1.912 1.292
O -1.507 -3.336 1.561
O -2.056 4.214 5.006
O 0.355 -3.793 0.603
N 2.114 -1.944 0.199
N 5.229 -2.701 -1.282
N -2.088 2.353 1.377
N -3.676 3.118 3.907
N -0.412 -3.001 1.151
C 3.909 -2.578 -1.307
C 3.100 -3.370 -2.115
C -1.626 1.008 -1.508
C 3.700 -4.330 -2.913
C 1.474 0.218 1.019
C 0.190 2.978 -2.337
C 1.224 -1.157 0.818
C 5.080 -4.460 -2.883
C 0.550 1.041 1.602
C 3.339 -1.505 -0.417
C -1.042 3.336 -1.770
C -2.154 -1.341 -1.268
C 5.796 -3.614 -2.050
C -0.376 0.650 -2.080
C -0.691 0.554 2.039
C 0.520 1.662 -2.484
C -1.358 2.321 3.737
C -1.945 2.387 -1.359
C -0.053 -0.714 -2.238
C -0.923 -1.691 -1.844
C -1.767 1.503 2.515
C -3.278 2.305 0.745
C -3.228 2.806 -0.693
C -2.497 -0.028 -1.105
C -0.018 -1.651 1.296
C -0.947 -0.786 1.886
C -2.394 3.319 4.261
H 5.585 -5.196 -3.487
H -1.135 1.638 4.560
H 3.100 -4.965 -3.548
H 6.875 -3.668 -1.986
H -4.102 2.416 -1.217
H -2.831 -2.121 -0.951
H -2.668 0.923 2.743
H 1.467 1.376 -2.918
H -1.279 4.385 -1.658
H -0.450 2.891 3.537
H -3.451 0.215 -0.664
H -3.978 2.507 3.160
H 3.147 -0.611 -1.026
H -1.887 -1.210 2.204
H -3.305 3.895 -0.681
H 2.418 0.627 0.700
H -0.676 -2.735 -1.970
H 2.029 -3.242 -2.121
H 0.788 2.088 1.722
H -1.296 2.700 0.856
H 0.896 -0.968 -2.689
H -4.346 3.791 4.245
H 4.098 -1.247 0.332
H 0.871 3.755 -2.651
H 1.878 -2.932 0.145
```

Total charge: 0
SMILES: NC(=O)C[C@@H](NC(=O)Cc1cccc2ccccc12)c1ccc(NCc2ccccn2)c([N+](=O)[O-])c1
E_HOMO, eV: -8.43
ΔE to the lowest compared entry with this formula, charge and spin, kcal per mole: 0.0

Entry 3:
Computed, not measured: C27H25N6O6RuS as an isolated structure, with ωB97M-V/def2-TZVPD.

XYZ file:
```
66
Properties=species:S:1:pos:R:3
Ru -0.159 -0.435 1.440
S 0.630 0.515 -2.196
O 3.019 -1.413 4.430
O -0.013 2.597 0.821
O 0.982 -0.465 -3.177
O 0.050 0.045 -0.956
O 1.325 0.910 1.432
O 0.913 -0.878 3.672
N 1.090 -2.060 0.957
N -1.607 -1.596 0.673
N 2.025 1.325 -1.885
N -1.725 -1.665 2.004
N 2.133 -0.800 3.499
N -1.864 0.605 2.060
C -4.307 0.703 3.280
C 1.086 2.071 0.887
C -1.217 -4.585 -1.457
C -1.178 3.063 -4.691
C 0.163 -4.745 -1.449
C -0.321 2.116 -4.163
C -1.012 -2.744 0.058
C -2.417 1.800 2.293
C 2.906 -1.300 2.316
C -3.149 4.623 -4.498
C 2.048 2.678 -1.309
C -2.364 3.167 -2.609
C -3.725 -0.534 3.040
C 0.369 -2.950 0.133
C 2.590 -3.736 1.864
C 2.280 2.699 0.200
C 3.718 -4.047 2.664
C -3.658 1.872 2.896
C 0.961 -3.929 -0.665
C 3.966 -1.695 3.346
C 2.164 -2.418 1.636
C -0.498 1.698 -2.850
C -1.804 -3.563 -0.725
C -2.211 3.602 -3.923
C -2.509 -0.518 2.398
C 4.409 -3.111 3.355
C -1.515 2.218 -2.066
H 2.852 3.220 -1.806
H 1.115 3.200 -1.539
H 2.698 1.147 -2.615
H -1.832 2.656 1.990
H 2.345 3.742 0.514
H 3.206 2.190 0.460
H -4.160 4.219 -4.564
H -4.105 2.839 3.075
H 0.624 -5.494 -2.077
H -5.273 0.761 3.764
H -1.831 -5.228 -2.071
H 0.468 1.691 -4.771
H -2.868 -3.377 -0.775
H -1.049 3.388 -5.715
H -2.842 4.928 -5.497
H -4.188 -1.470 3.317
H 4.009 -5.087 2.738
H -3.157 3.581 -1.999
H 5.260 -3.381 3.965
H -3.192 5.511 -3.867
H 4.795 -0.990 3.396
H 2.002 -4.547 1.463
H 3.133 -0.492 1.628
H 2.037 -4.016 -0.709
H -1.619 1.894 -1.039
```

Multiplicity: 5
Total charge: +1
⟨S²⟩: 6.097
E_HOMO (spin up / spin down), eV: -11.10 / -11.66
ΔE to the lowest compared entry with this formula, charge and spin, kcal per mole: 31.7

Entry 4:
Computed, not measured: C27H25N8O5S7Tb as an isolated structure, with ωB97M-V/def2-TZVPD.

XYZ file:
```
73
Properties=species:S:1:pos:R:3
Tb -0.120 0.639 0.817
S -3.958 3.756 -1.314
S -2.408 2.529 0.840
S -0.243 -1.888 4.432
S -6.029 3.986 -3.489
S -5.170 0.224 0.885
S -6.108 1.851 -1.367
S 1.157 2.790 2.204
O 0.119 1.895 2.771
O 0.318 -3.642 -0.219
O 3.351 1.458 -1.759
O 1.506 0.591 -0.803
O 2.487 2.552 2.728
N -1.383 0.118 5.874
N -1.475 0.303 -1.299
N -0.644 -1.636 0.419
N -2.310 1.120 5.791
N 1.668 -0.932 1.660
N -2.121 -0.232 2.499
N -2.040 0.086 3.870
N 0.999 2.726 0.656
C -2.719 1.122 -3.168
C -2.716 1.073 4.561
C -2.173 -0.832 -1.342
C -3.224 -1.014 -2.235
C -1.813 -1.942 -0.388
C -3.500 -0.028 -3.160
C -0.708 6.344 2.706
C -3.813 2.441 -0.166
C 0.749 4.446 2.732
C -0.446 5.034 2.339
C 0.209 7.083 3.452
C 1.681 5.168 3.463
C -4.874 1.546 -0.154
C -1.188 -0.550 4.724
C 2.222 2.784 -0.151
C 2.390 1.502 -0.997
C 0.329 -2.541 0.352
C 1.575 -2.156 1.127
C -5.397 3.240 -2.130
C -1.744 1.253 -2.204
C 2.772 -0.623 2.342
C 1.407 6.480 3.821
C -3.765 1.945 3.984
C 2.579 -3.101 1.263
C 3.717 -2.777 1.978
C 3.817 -1.509 2.527
C -0.082 8.513 3.831
H -1.623 -2.848 -0.966
H -4.511 1.357 3.446
H -2.913 1.925 -3.866
H -0.853 -0.022 6.711
H -3.030 0.067 2.126
H 4.689 -1.203 3.088
H -1.162 2.162 -2.115
H -3.817 -1.918 -2.177
H 2.137 7.039 4.397
H 2.610 4.690 3.744
H -3.326 2.625 3.254
H -4.327 -0.137 -3.850
H 3.105 2.874 0.481
H -4.238 2.508 4.787
H -2.694 -2.132 0.241
H 4.512 -3.502 2.108
H -1.160 4.472 1.745
H 2.818 0.373 2.759
H -2.063 -1.248 2.439
H -1.156 8.703 3.835
H -1.642 6.803 2.401
H 2.423 -4.068 0.807
H 0.376 9.207 3.120
H 0.314 8.744 4.821
H 2.205 3.640 -0.826
```

Multiplicity: 7
Total charge: -2
⟨S²⟩: 12.608
E_HOMO, eV: -1.43
ΔE to the lowest compared entry with this formula, charge and spin, kcal per mole: 0.0